# 1
65
Properties=species:S:1:pos:R:3:forces:R:3 method="wB97M-V/def2-TZVPD" total_energy_ev=-117018.1215 spin_multiplicity=5 gap_ev="7.51 / 7.04" e_lumo_ev="-10.975 / -12.170" charge=+3 relative_energy_kcal_mol=4.4
Ru 0.436713 0.312686 -0.762442 0.4759 0.6784 0.4872
C -1.139607 3.533961 1.355215 0.0381 0.0937 0.0252
C 0.138971 2.736306 1.463227 -0.1303 -0.3308 -0.1375
C 0.620179 2.587146 2.888824 0.0723 0.1359 0.0932
C 1.230912 3.232233 0.536654 0.1019 0.0934 0.0613
O -0.213781 1.326722 0.974489 -0.1638 -0.2398 -0.3686
Ge -0.234223 -0.223183 2.005115 0.1680 0.0054 0.2503
O 1.151608 -0.746402 0.831567 -0.0929 -0.1074 -0.2681
C 2.315195 -1.661924 1.255897 -0.2753 0.3570 -0.0128
C 1.860470 -2.294099 2.555230 0.1030 -0.1166 0.0185
C 2.502343 -2.684495 0.162153 0.0964 -0.0677 0.0096
C 3.502459 -0.742871 1.427066 0.1036 -0.0808 0.0288
O -1.524199 -1.123456 1.254454 -0.0640 0.0190 0.0028
C -2.856911 -1.357547 1.892766 0.1298 -0.0715 -0.1444
C -2.853788 -2.793688 2.373060 -0.0636 0.0249 0.0423
C -3.040115 -0.364746 3.024170 -0.0606 0.0049 0.0830
C -3.855100 -1.118447 0.774049 -0.0824 0.0460 0.0318
H -0.945989 4.571714 1.632442 0.0134 -0.0087 0.0020
H -1.904114 3.149495 2.029286 -0.0127 -0.0196 -0.0088
H -1.521180 3.527188 0.334207 -0.0136 -0.0061 0.0010
H 0.847308 3.573517 3.297646 0.0020 -0.0117 -0.0091
H 1.537855 1.996993 2.953534 -0.0033 -0.0374 -0.0113
H -0.154188 2.165653 3.535895 -0.0209 -0.0401 -0.0155
H 1.728428 4.097359 0.977893 -0.0482 0.0258 -0.0212
H 0.820422 3.560992 -0.419629 0.0076 -0.0386 -0.0181
H 2.011978 2.475890 0.393370 -0.0096 -0.0063 0.0118
H 0.969905 -2.911295 2.416595 -0.0309 0.0306 0.0068
H 1.702354 -1.547781 3.341585 -0.0306 0.0267 -0.0143
H 2.648692 -2.949034 2.931109 -0.0065 0.0008 -0.0167
H 1.546708 -3.095053 -0.167911 -0.0080 -0.0034 -0.0013
H 3.096350 -3.514167 0.547272 0.0103 0.0079 -0.0050
H 3.067295 -2.265000 -0.670370 -0.0377 0.0203 -0.0051
H 3.337464 -0.020017 2.226335 -0.0068 0.0183 -0.0039
H 3.732601 -0.217018 0.498517 -0.0206 0.0140 0.0020
H 4.382728 -1.331359 1.691673 -0.0141 -0.0045 0.0096
H -2.139966 -2.932429 3.186852 0.0204 -0.0173 -0.0115
H -2.605206 -3.468722 1.555399 0.0086 -0.0188 0.0034
H -3.840135 -3.066959 2.749135 0.0016 0.0224 0.0022
H -2.286966 -0.517235 3.808126 0.0181 0.0072 -0.0177
H -4.006159 -0.509646 3.508651 -0.0037 0.0026 -0.0227
H -3.012297 0.666763 2.662443 0.0313 0.0202 -0.0176
H -3.748272 -1.868154 -0.011329 0.0338 0.0293 -0.0115
H -3.729918 -0.112182 0.366259 -0.0094 -0.0156 -0.0256
H -4.871530 -1.186801 1.162102 0.0118 -0.0479 0.0011
C 0.937393 2.405490 -3.269483 -0.0109 0.0711 0.0430
C 1.794570 1.253325 -3.736228 -0.0158 -0.0304 -0.0743
S 2.229894 0.102095 -2.376564 -0.1012 -0.2017 -0.0897
C 1.883474 -1.504984 -3.174690 0.1241 -0.0305 0.0170
C 0.426073 -1.746299 -3.520381 -0.0994 0.0425 0.0207
S -0.702424 -1.466798 -2.107046 -0.2060 -0.1216 -0.1191
C -2.000072 -0.408478 -2.835907 0.0112 -0.0070 -0.0102
C -1.509275 0.896174 -3.440762 0.0186 0.0157 0.0571
S -0.505494 1.907494 -2.274386 0.0031 -0.1689 0.0318
H 0.573598 2.995079 -4.113874 -0.0252 -0.0214 0.0030
H 1.484368 3.089113 -2.618147 0.0122 -0.0103 0.0019
H 2.731194 1.626794 -4.152559 0.0170 -0.0006 0.0397
H 1.301601 0.674503 -4.515070 0.0214 -0.0141 -0.0025
H 2.263283 -2.260700 -2.491688 -0.0105 0.0405 0.0162
H 2.500156 -1.549197 -4.074738 0.0039 0.0232 0.0055
H 0.294370 -2.787076 -3.819645 0.0146 -0.0039 0.0103
H 0.090416 -1.129753 -4.351084 -0.0131 0.0038 -0.0016
H -2.708551 -0.248751 -2.021751 0.0073 0.0153 0.0260
H -2.514427 -0.996683 -3.598786 -0.0046 -0.0004 0.0125
H -2.362549 1.516524 -3.718371 0.0005 0.0002 0.0042
H -0.912866 0.741243 -4.337390 0.0142 0.0041 0.0028

***

# 2
70
Properties=species:S:1:pos:R:3:forces:R:3 method="wB97M-V/def2-TZVPD" total_energy_ev=-58719.7962 spin_multiplicity=2 gap_ev="10.69 / 3.44" e_lumo_ev="-2.326 / -9.572" charge=+1
C 27.940823 -33.882607 6.855118 -0.6247 -1.6412 -0.0458
C 26.805197 -33.045811 6.536755 -2.9660 3.3663 -0.4672
N 25.852375 -32.373355 6.323461 3.2557 -2.4804 0.6848
H 27.945103 -34.160624 7.909058 0.1798 0.5866 0.1018
H 28.940335 -33.654895 6.484698 -0.4028 0.5326 0.0165
H 27.604407 -34.809680 6.390934 0.5128 -0.4410 -0.2807
C 22.785771 -26.036153 6.267282 0.9279 0.4483 0.5346
C 24.109308 -26.355893 6.864365 -1.5150 -0.1603 -0.8938
N 25.104420 -26.708756 7.295969 0.8384 -0.1336 0.4972
H 22.011737 -26.463777 6.904550 -0.0194 -0.0439 -0.2182
H 22.732586 -26.370785 5.231284 -0.0055 -0.1944 0.2121
H 22.702307 -24.949356 6.269950 -0.2230 -0.0155 -0.0105
C 26.824274 -29.659650 7.748045 0.6617 -0.5677 1.0563
C 27.640712 -30.658739 8.503825 -0.5130 1.2965 -0.7355
N 28.300283 -31.435967 9.023977 0.1796 -0.4212 0.3888
H 25.853303 -29.593312 8.238866 -0.2829 -0.3589 -0.5412
H 26.829541 -30.023911 6.720723 -0.5289 0.3711 0.0723
H 27.212021 -28.645908 7.848454 0.4088 -0.1896 -0.2066
C 22.203466 -32.790739 9.402605 0.6751 1.1775 1.2937
C 22.316264 -31.353089 8.935689 0.4658 -1.5868 -3.1557
O 23.120257 -30.511825 9.692115 -0.4355 2.4688 3.3359
P 22.410313 -29.314340 10.553327 0.5563 2.1421 -0.2230
O 21.707813 -28.259874 9.725387 1.4268 -2.2171 1.7381
O 21.474050 -30.077021 11.639159 3.0022 -0.5151 -2.1571
C 20.553005 -29.385389 12.401413 -2.4248 0.8203 0.0516
C 21.097724 -28.767125 13.642933 0.5343 0.3101 -0.0715
O 23.647009 -28.691947 11.549773 -3.8577 -3.0551 -1.3155
C 24.492503 -27.697874 11.086594 1.4901 0.6432 -0.0784
C 25.112767 -27.085316 12.322272 0.6776 0.9737 0.4648
H 23.091837 -33.034671 9.985181 0.0660 -0.0250 0.2045
H 21.358467 -32.690299 10.083759 -0.2832 -1.5608 -0.2513
H 22.261381 -33.472514 8.554103 -1.0191 -0.0155 0.2089
H 22.907497 -31.423867 8.022713 -0.4856 0.3127 -0.5216
H 21.311604 -30.998876 8.704825 0.1905 0.5974 0.0983
H 20.037605 -28.661259 11.770468 0.0367 0.1987 -0.0390
H 19.806575 -30.145314 12.632632 -0.1561 0.0686 0.2852
H 20.322587 -28.205175 14.163965 -0.1395 -0.5367 0.2931
H 21.548298 -29.592698 14.193855 -0.0089 0.3413 0.6430
H 21.849533 -28.008361 13.425811 0.2397 -0.2127 -0.1436
H 25.303874 -28.195975 10.555868 0.1760 0.1729 -0.4078
H 24.008786 -27.018224 10.385037 -0.1279 0.1798 0.2777
H 25.740361 -26.228000 12.078912 0.0900 -0.0236 -0.3206
H 24.462188 -26.698668 13.106713 -0.6562 -0.1625 -0.3658
H 25.773657 -27.776160 12.845789 0.0001 -0.3272 -0.2202
C 21.154236 -32.987403 12.880288 0.7458 -0.3768 -0.3863
C 22.348373 -33.597486 13.643764 -1.6428 -0.2196 -0.6226
O 22.975911 -32.565330 14.410888 2.6078 -0.6059 1.1088
P 24.533555 -32.759846 14.859160 0.4287 4.9072 -1.6628
O 24.809540 -34.047949 15.580884 -0.2086 -0.0300 -0.5780
O 25.429343 -32.456944 13.519823 -1.5320 -3.3620 3.2842
C 25.543561 -31.193373 12.907408 -0.9800 1.2862 -1.0139
C 25.618977 -31.428808 11.382084 0.8662 0.9627 1.0408
O 24.812039 -31.432554 15.723069 -0.4228 -1.2513 -0.4416
C 24.074366 -31.151404 16.987662 0.1719 -1.2811 1.0955
C 25.031150 -30.970778 18.175649 0.6485 0.8991 -0.8883
H 21.411540 -32.226587 12.143362 0.4888 0.2355 0.5718
H 20.759977 -33.757085 12.216780 -0.3999 -0.3405 0.5025
H 20.412827 -32.587587 13.572072 -0.0384 -0.2263 -0.0979
H 21.966834 -34.293517 14.390802 -0.1399 -0.1531 -0.0344
H 23.060662 -34.151065 13.031960 0.1220 0.2816 -0.2036
H 24.669990 -30.623143 13.223342 -0.1940 0.2880 -0.3491
H 26.373310 -30.671703 13.384353 0.4221 -0.1102 -0.4364
H 26.605349 -31.846148 11.179602 -0.3063 -0.5125 -0.3189
H 24.762339 -31.963172 10.971313 0.2962 -0.2169 0.3098
H 25.635784 -30.461408 10.880144 -0.1083 0.1314 0.1360
H 23.395255 -30.309722 16.851716 0.2139 -0.1037 -0.3732
H 23.522672 -32.067662 17.197940 -0.4672 0.1726 -0.0982
H 25.851960 -31.685582 18.116974 -0.1795 -0.1592 0.1057
H 25.483920 -29.980119 18.134659 0.1341 0.0390 -0.1326
H 24.573593 -31.003785 19.164420 -0.4424 -0.3765 -0.3061

***

# 3
60
Properties=species:S:1:pos:R:3:forces:R:3 method="wB97M-V/def2-TZVPD" total_energy_ev=-24866.8915 spin_multiplicity=1 gap_ev=8.95 e_lumo_ev=0.826 charge=0 relative_energy_kcal_mol=412.2
C -9.208080 -0.888355 1.103486 -0.3709 -1.1232 -2.0219
C -8.037198 -0.962338 -0.069734 0.6464 4.1238 8.2472
C -6.741968 -1.494284 0.425403 -1.5729 -4.4492 2.8804
C -5.795924 -1.846596 -0.662809 2.2294 -1.0605 -0.8392
C -5.324636 -0.723782 -1.482356 -5.4532 7.4691 6.4319
C -4.689698 0.333256 -0.337510 4.2970 -4.1642 -1.8996
C -4.139491 1.484738 -0.980182 6.2248 1.9943 -6.3495
C -3.291646 2.602994 -0.370091 0.7317 -10.3344 6.0496
C -1.805233 2.429368 -0.401104 -1.3351 -0.7124 10.1492
C -1.224743 1.011265 0.210944 -4.0784 6.5380 3.6323
C 0.202655 1.174774 0.253759 3.5623 -3.5097 1.3306
C 0.646335 -0.272544 0.667609 3.3690 -2.3574 2.0515
C 2.287675 -0.733372 0.546028 -3.6090 7.2299 4.9457
C 3.070284 0.502219 1.581941 -0.1614 -4.5204 -4.1063
C 4.530966 0.080179 1.517632 -0.9841 0.2320 9.5236
H 4.619391 -0.956728 2.127707 -0.0764 2.0909 -1.4102
C 5.357003 0.118097 0.386301 -1.1318 9.3438 -0.2377
O 6.541320 0.836014 0.657449 -2.3397 3.3458 -3.6909
H 7.152663 0.425158 1.132479 3.7589 -3.1885 3.5102
C 5.485270 -1.014632 -0.294418 -0.2974 -6.5538 -7.3636
N 6.348274 -1.914954 0.295559 -0.0372 8.4146 2.6915
H 7.240560 -1.576021 0.315810 2.8377 0.4477 -0.0080
H 6.266217 -2.768399 0.184277 -1.0346 -10.0191 -1.6161
H 4.478194 -1.497561 -0.328108 0.7402 0.3665 -0.5653
C 6.079981 -0.645935 -2.068482 8.8210 -6.2513 8.4173
O 7.480332 -0.303507 -1.791448 -1.3175 -6.6435 -9.0864
H 7.404726 0.253758 -1.183811 -0.3763 7.9817 8.2601
H 6.165504 -1.597888 -2.411761 -0.3330 -2.4601 -1.6441
H 5.342025 -0.162847 -2.260965 -7.6909 7.2092 -3.4897
H 4.826529 0.944792 -0.246930 0.6013 -1.3987 0.2795
H 4.989405 0.888228 2.329923 -0.5416 -2.0247 -1.8551
H 2.900796 1.407747 1.044723 -0.1925 0.9001 0.0685
H 2.658680 0.420104 2.572957 -0.1399 0.1816 0.1953
H 2.538834 -0.545275 -0.405872 1.3176 0.2809 -3.4588
H 2.480062 -1.641021 0.955583 0.4000 -2.7677 0.9344
H 0.491142 -0.270825 1.852045 -0.3177 -0.9866 -2.5808
H 0.290222 -1.161537 0.033696 -0.8904 1.5769 1.2771
H 0.653922 1.803949 1.119735 -0.9085 -0.3067 -2.2710
H 0.621250 1.162589 -0.763883 0.0844 1.4908 0.2054
H -1.757304 1.034985 1.329392 1.5923 -0.4379 -2.5821
H -1.573289 0.177568 -0.247132 -0.8875 -2.3931 -1.7403
H -1.428100 3.272000 0.523917 -0.3780 -2.0904 -3.4504
H -1.515152 2.486019 -1.309005 2.7293 1.2294 -6.1836
H -3.542526 3.467042 -0.522548 -2.8896 9.3230 -2.9547
H -3.710774 2.530186 0.713561 1.2531 0.1995 -0.6991
H -3.239847 1.186978 -1.955860 -2.6185 0.0928 2.2120
H -4.791984 2.035746 -1.583427 -1.9232 0.3148 -0.9555
H -3.710015 -0.259750 0.175963 -3.0849 1.4858 -0.5973
H -5.309674 0.886423 0.254606 -2.5077 -0.2082 2.7580
H -6.314909 0.031538 -1.763370 2.7756 -2.4201 -0.2248
H -4.628068 -0.796411 -2.166936 3.1169 -0.8034 -3.7090
H -6.250288 -2.435305 -1.445675 -0.4041 -1.4085 0.4923
H -4.808756 -2.267442 -0.288529 -1.4484 -0.3495 -0.1849
H -7.075820 -2.636778 0.997729 0.9309 2.9504 -1.7396
H -6.366813 -1.027640 1.359768 0.1188 0.3454 -1.0972
H -8.522280 -1.442238 -0.699908 -3.5215 -5.3271 -6.1631
H -8.012073 -0.003837 -0.494008 0.4862 1.7730 -0.2901
H -8.988150 -0.295202 1.919010 1.1530 1.7221 1.5756
H -10.138768 -0.332299 0.657601 1.3539 -1.7863 0.7198
H -9.356912 -1.899590 1.666954 -0.2776 1.4026 -1.7727